{"formula": "Cl2H2OSi", "method": "ωB97M-V with the def2-TZVPD basis set", "symbols": ["O", "Si", "Cl", "Cl", "H", "H"], "xyz": [[-1.19, 0.79, -1.41], [-1.15, -0.25, -0.34], [1.92, 0.19, 0.41], [-1.05, 0.20, 1.71], [2.86, 0.75, 0.38], [-1.39, -1.69, -0.75]], "e_above_lowest_kj_mol": 70.4, "e_lumo_ha": [0.0064, -0.1629], "spin_multiplicity": 3, "e_homo_ev": [-6.05, -11.55], "s2": 2.005, "mol_weight_g_mol": 117.007}